(1)
Below is a molecular structure, C15H37BrN4OSi2, with properties calculated with ωB97M-V with the def2-TZVPD basis set.

Each line ends with the Löwdin charge.
Positions of all 60 atoms, in Å:
C -1.085 -0.340 4.642  -0.08
O 0.135 -0.591 3.977  -0.12
C 0.195 -0.084 2.689  -0.18
N 0.238 1.376 2.662  0.19
C -0.611 2.159 2.069  -0.35
N -0.463 3.462 2.073  0.13
C -1.727 4.230 2.118  -0.12
C -2.875 3.390 2.641  -0.12
C -2.999 2.176 1.749  -0.32
C -3.893 1.093 2.306  -0.15
C -4.125 -0.029 1.274  -0.27
C -5.570 -0.021 0.766  -0.57
Br -5.657 0.976 -0.917  0.63
N -1.670 1.639 1.338  0.13
H -1.840 -1.031 4.273  0.09
H -1.455 0.672 4.490  0.07
H -0.978 -0.498 5.702  0.09
H -0.562 -0.500 2.039  0.13
H 1.146 -0.423 2.305  0.14
H 1.028 1.791 3.140  0.18
H 0.222 3.772 2.754  0.16
H -1.973 4.514 1.101  0.13
H -1.614 5.153 2.655  0.13
H -2.665 3.124 3.676  0.13
H -3.787 3.966 2.592  0.13
H -3.485 2.510 0.840  0.13
H -3.397 0.646 3.157  0.09
H -4.820 1.511 2.672  0.12
H -3.434 0.084 0.458  0.08
H -3.944 -0.989 1.737  0.11
H -6.241 0.425 1.477  0.05
H -5.872 -1.024 0.535  0.05
H -1.501 1.931 0.378  0.17
C 4.129 0.589 -4.709  -0.22
Si 3.763 -0.986 -3.726  0.20
C 5.235 -1.249 -2.562  -0.21
C 3.761 -2.412 -4.969  -0.20
N 2.294 -0.780 -2.925  -0.24
Si 1.571 -1.916 -1.934  0.18
C 2.602 -2.356 -0.402  -0.21
C 1.108 -3.529 -2.807  -0.20
C -0.049 -1.166 -1.286  -0.22
H 5.081 0.507 -5.247  0.01
H 3.339 0.772 -5.441  0.01
H 4.189 1.450 -4.040  0.01
H 6.184 -1.139 -3.101  0.01
H 5.227 -2.249 -2.122  0.00
H 5.221 -0.514 -1.755  0.01
H 2.871 -2.368 -5.600  0.02
H 3.785 -3.383 -4.470  0.00
H 4.640 -2.363 -5.623  0.01
H 3.449 -2.994 -0.657  0.01
H 1.998 -2.900 0.340  0.01
H 2.983 -1.448 0.075  0.01
H 0.607 -3.319 -3.752  0.02
H 0.428 -4.132 -2.191  0.01
H 1.990 -4.140 -3.007  0.01
H -0.716 -0.920 -2.114  0.01
H 0.157 -0.250 -0.718  -0.01
H -0.569 -1.873 -0.623  0.00

* multiplicity: 1
* ΔE to the lowest compared entry with this formula, charge and spin: 91.9 kJ/mol
* gap between HOMO and LUMO: 4.299 eV

(2)
Below is a molecular structure, C29H24N2NiO4P, with properties calculated with ωB97M-V with the def2-TZVPD basis set.

Each line ends with the Löwdin charge.
Positions of all 61 atoms, in Å:
Ni -0.070 1.208 -0.865  0.25
O -1.151 3.983 1.856  -0.02
C -1.165 2.784 1.430  -0.55
O -0.740 2.396 0.296  -0.15
C -1.757 1.728 2.352  -0.10
C -2.399 2.133 3.541  -0.01
C -2.990 1.207 4.401  -0.08
C -2.956 -0.145 4.085  -0.09
C -2.322 -0.569 2.916  -0.08
C -1.704 0.349 2.042  -0.24
P -0.870 -0.204 0.520  1.10
C 0.413 -1.391 1.013  -0.35
C 0.879 -1.532 2.327  -0.09
C 1.906 -2.430 2.640  -0.08
C 2.504 -3.189 1.638  -0.09
C 2.085 -3.041 0.320  -0.07
C 1.056 -2.145 0.013  -0.07
C -2.189 -1.183 -0.269  -0.32
C -2.293 -2.580 -0.219  -0.10
C -3.333 -3.249 -0.874  -0.11
C -4.292 -2.530 -1.582  -0.11
C -4.215 -1.142 -1.635  -0.07
C -3.172 -0.477 -0.986  -0.11
H -2.437 3.194 3.782  0.11
H -3.481 1.551 5.305  0.10
H -3.423 -0.871 4.743  0.10
H -2.309 -1.632 2.688  0.11
H 0.468 -0.921 3.128  0.11
H 2.247 -2.515 3.668  0.10
H 3.311 -3.874 1.881  0.10
H 2.564 -3.604 -0.475  0.10
H 0.764 -2.023 -1.029  0.12
H -1.569 -3.170 0.336  0.09
H -3.390 -4.333 -0.826  0.09
H -5.100 -3.049 -2.089  0.09
H -4.959 -0.567 -2.179  0.10
H -3.122 0.612 -1.038  0.09
N 1.315 1.208 0.372  -0.02
C 2.570 1.209 -0.214  -0.25
C 3.779 1.209 0.472  -0.06
C 4.976 1.210 -0.250  -0.13
C 4.953 1.210 -1.649  -0.07
C 3.723 1.209 -2.332  -0.18
C 3.587 1.209 -3.726  -0.08
C 2.311 1.208 -4.287  -0.10
C 1.213 1.208 -3.435  -0.13
N 1.299 1.208 -2.087  -0.03
C 2.533 1.209 -1.585  -0.18
H 1.126 1.949 1.112  0.16
H 1.126 0.466 1.110  0.07
H 3.800 1.209 1.556  0.09
H 5.927 1.210 0.276  0.08
H 5.890 1.210 -2.201  0.09
H 4.461 1.209 -4.370  0.09
H 2.173 1.208 -5.362  0.09
H 0.201 1.208 -3.829  0.09
O -2.441 0.930 -2.565  -0.12
C -1.770 1.995 -2.625  -0.48
O -0.731 2.353 -2.010  -0.15
H -2.173 2.768 -3.364  0.14
H -0.644 0.215 -1.859  0.17

* total charge: -1
* multiplicity: 3
* gap between HOMO and LUMO (alpha / beta): 4.343 / 6.950 eV

(3)
Below is a molecular structure, BeF2H10O5, with properties calculated with ωB97M-V with the def2-TZVPD basis set.

Each line ends with the Löwdin charge.
Positions of all 18 atoms, in Å:
Be -19.489 -5.414 -16.845  0.06
F -19.860 -5.714 -15.406  -0.26
F -19.733 -6.629 -17.791  -0.27
O -19.931 -8.705 -16.340  -0.05
H -19.882 -8.090 -17.042  -0.05
H -20.447 -9.454 -16.670  0.04
O -21.871 -5.987 -19.237  -0.11
H -21.564 -5.265 -19.754  -0.01
H -20.993 -6.328 -18.763  0.05
O -17.813 -5.089 -16.865  0.09
H -17.584 -4.702 -16.007  0.13
H -17.243 -5.824 -17.090  0.12
O -21.946 -6.939 -14.398  -0.06
H -21.163 -6.676 -14.880  -0.04
H -21.610 -7.654 -13.894  0.00
O -20.267 -4.089 -17.465  0.10
H -21.233 -3.941 -17.572  0.15
H -19.966 -3.215 -17.667  0.11

* multiplicity: 1
* ΔE to the lowest compared entry with this formula, charge and spin: 0.0 kJ/mol
* gap between HOMO and LUMO: 8.977 eV

(4)
Below is 3 unconnected molecules or ions with the total composition C32H51F14N2O2PSi, with properties calculated with ωB97M-V with the def2-TZVPD basis set.

Each line ends with the Löwdin charge.
Positions of all 103 atoms, in Å:
C -4.428 -6.633 -0.011  0.00
C -3.444 -5.809 0.328  -0.20
Si -2.156 -4.562 1.081  0.37
C -1.498 -5.428 2.697  -0.27
C 0.051 -5.109 3.006  -0.23
F 0.548 -5.709 4.231  -0.11
C -0.749 -4.210 -0.175  -0.28
C -0.862 -2.812 -0.973  -0.12
C -0.128 -1.561 -0.206  -0.24
F -1.213 -0.618 0.068  0.01
F 0.358 -1.984 1.080  0.02
C 1.006 -0.945 -1.180  -0.17
F 1.943 -1.954 -1.656  0.07
F 0.291 -0.529 -2.385  0.05
C 1.729 0.387 -0.628  -0.14
F 0.747 1.432 -0.431  0.09
F 2.559 0.867 -1.733  0.04
C 2.727 0.174 0.617  -0.15
F 3.965 0.881 0.295  0.06
F 3.119 -1.185 0.855  0.09
C 2.231 0.784 2.025  -0.16
F 0.844 0.595 2.316  0.08
F 2.953 0.042 3.055  0.06
C 2.628 2.339 2.269  -0.25
F 3.938 2.486 2.872  0.08
F 1.703 2.825 3.281  0.06
F 2.452 3.180 1.132  0.10
P -3.299 -2.814 1.749  0.74
C -2.304 -1.654 2.870  -0.36
C -4.184 -1.909 0.338  -0.37
H -5.402 -7.258 0.031  0.05
H -1.734 -6.554 2.676  0.09
H -2.123 -4.986 3.577  0.09
H 0.188 -3.966 2.971  0.10
H 0.698 -5.534 2.139  0.11
H -0.816 -5.050 -0.986  0.10
H 0.290 -4.382 0.329  0.08
H -1.957 -2.539 -1.263  0.12
H -0.327 -2.978 -1.997  0.13
H -1.231 -2.025 3.118  0.03
H -2.856 -1.639 3.899  0.04
H -2.312 -0.541 2.522  0.04
H -3.826 -0.821 0.181  0.04
H -5.314 -1.841 0.616  0.04
H -4.113 -2.496 -0.667  0.04
C -6.450 3.234 4.882  -0.04
C -5.340 2.149 4.799  -0.47
C -4.544 2.093 6.124  -0.14
C -3.584 3.267 6.315  -0.18
C -2.674 3.421 5.101  -0.14
C -3.454 3.516 3.770  -0.48
N -4.465 2.422 3.615  -0.03
O -3.785 1.268 3.321  -0.05
C -4.146 4.900 3.688  -0.05
C -2.438 3.549 2.596  -0.04
C -6.127 0.814 4.668  -0.05
H -6.267 3.962 5.677  0.07
H -6.564 3.776 3.939  0.08
H -7.436 2.803 5.082  0.08
H -3.957 1.167 6.170  0.12
H -5.233 2.061 6.973  0.12
H -4.144 4.192 6.492  0.10
H -2.977 3.101 7.208  0.11
H -2.048 4.310 5.235  0.12
H -1.984 2.568 5.071  0.12
H -4.773 4.973 2.793  0.09
H -3.405 5.703 3.628  0.09
H -4.762 5.133 4.556  0.06
H -1.774 2.680 2.589  0.07
H -1.791 4.429 2.664  0.08
H -2.954 3.594 1.632  0.09
H -6.711 0.788 3.742  0.09
H -6.825 0.695 5.503  0.09
H -5.477 -0.066 4.690  0.07
C 4.210 1.197 -4.375  -0.03
C 3.930 0.024 -5.357  -0.46
C 4.781 -1.210 -4.976  -0.13
C 6.261 -1.070 -5.335  -0.18
C 6.425 -0.687 -6.801  -0.14
C 5.609 0.566 -7.192  -0.48
N 4.178 0.481 -6.761  -0.04
O 3.543 -0.394 -7.606  -0.02
C 6.281 1.819 -6.574  -0.05
C 5.750 0.798 -8.721  -0.05
C 2.440 -0.337 -5.098  -0.04
H 5.152 1.075 -3.834  0.08
H 4.229 2.163 -4.887  0.08
H 3.431 1.296 -3.615  0.05
H 4.394 -2.103 -5.481  0.12
H 4.697 -1.405 -3.902  0.12
H 6.741 -0.327 -4.690  0.10
H 6.773 -2.016 -5.145  0.11
H 7.488 -0.525 -7.011  0.12
H 6.121 -1.540 -7.422  0.12
H 5.685 2.718 -6.765  0.09
H 7.269 1.988 -7.013  0.09
H 6.446 1.740 -5.500  0.06
H 5.429 -0.065 -9.310  0.08
H 6.794 0.984 -8.993  0.08
H 5.167 1.668 -9.041  0.09
H 1.780 0.498 -5.354  0.10
H 2.279 -0.573 -4.041  0.05
H 2.113 -1.218 -5.657  0.08

* multiplicity: 3
* gap between HOMO and LUMO (alpha / beta): 7.729 / 7.418 eV

(5)
Below is 2 unconnected molecules or ions with the total composition C5H6BBrClF2INO5Si, with properties calculated with ωB97M-V with the def2-TZVPD basis set.

Each line ends with the Löwdin charge.
Positions of all 24 atoms, in Å:
C 1.657 2.395 1.064  -0.02
C 0.712 1.852 0.029  -0.54
O 1.066 1.740 -1.125  0.11
N -0.617 1.415 0.423  -0.23
C -0.515 0.312 1.432  -0.13
Si -1.677 2.670 0.897  -0.72
Cl -1.637 4.185 -0.470  0.31
Br -1.267 3.526 2.945  0.30
I -3.923 1.712 1.052  0.48
H 1.236 3.198 1.648  0.03
H 1.945 1.615 1.757  0.09
H 2.547 2.712 0.551  0.08
H 0.400 -0.225 1.271  0.09
H -1.356 -0.340 1.301  0.05
H -0.534 0.670 2.460  0.05
B 1.033 -3.716 -2.287  -1.06
O 0.808 -3.638 -0.806  0.21
C -0.168 -2.799 -0.560  -0.41
O -0.597 -2.511 0.528  0.10
C -0.683 -2.239 -1.894  -0.42
O -1.578 -1.448 -2.014  0.12
O 0.020 -2.779 -2.865  0.21
F 0.813 -5.006 -2.736  0.14
F 2.315 -3.303 -2.599  0.15

* total charge: -1
* multiplicity: 1
* gap between HOMO and LUMO: 8.389 eV

(6)
Below is a molecular structure, C6H8ClN, with properties calculated with ωB97M-V with the def2-TZVPD basis set.

Each line ends with the Löwdin charge.
Positions of all 16 atoms, in Å:
C -0.117 0.894 0.575  -0.25
C -0.788 -0.537 0.513  -0.27
C 0.570 -1.111 0.995  -0.11
C 1.077 -0.013 -0.101  -0.80
C 0.426 -0.627 -1.325  -0.13
C -0.823 -0.923 -1.016  -0.02
H -1.402 2.319 0.166  0.03
H -0.061 2.385 -0.812  0.10
H 0.200 1.144 1.648  0.15
H -1.791 -0.677 1.108  0.16
H 0.940 -2.155 0.596  0.15
H 0.613 -0.804 2.082  0.11
H 0.875 -0.766 -2.266  0.09
H -1.652 -1.246 -1.562  0.08
N -0.833 1.793 -0.410  0.06
Cl 2.767 0.323 -0.190  0.65

* multiplicity: 1
* ΔE to the lowest compared entry with this formula, charge and spin: 250.9 kJ/mol
* gap between HOMO and LUMO: 10.013 eV

no.,strongest force on any atom (eV/Å),electronic energy (Ha)
1,2.18,-4040.97223
2,6.63,-3379.53223
3,3.06,-596.86116
4,7.25,-3538.45748
5,1.83,-4471.56902
6,4.11,-748.25251